[1]
The following is a DFT calculation (ωB97M-V/def2-TZVPD) of C3H5NO2 as an isolated structure.

The geometry in XYZ format:
```
11
Properties=species:S:1:pos:R:3:forces:R:3
C -0.074 0.919 1.464 0.14 -0.13 -0.03
C 0.013 -0.980 -1.044 -0.30 0.37 0.22
C -0.358 0.598 0.046 0.57 -0.22 -0.40
O -0.011 -2.058 -1.825 0.08 0.16 0.17
N -0.984 -0.573 -0.306 -0.13 -0.42 -0.24
O 1.057 -0.211 -0.960 -0.34 0.21 0.36
H 0.876 -2.172 -2.194 -0.04 0.05 0.05
H -0.418 1.444 -0.641 0.01 -0.05 0.03
H 0.107 0.014 2.041 0.02 0.02 -0.05
H -0.970 1.407 1.867 0.04 -0.01 -0.09
H 0.761 1.613 1.551 -0.06 0.02 -0.02
```
Forces are in eV/Å.

## Properties
Frontier orbital gap in eV: 10.148
Relative energy (zero: lowest compared OMol25 entry of this formula, charge and spin) in kJ/mol: 207.2
Net charge: 0
E_HOMO in eV: -9.504

=====

[2]
The following is a DFT calculation (ωB97M-V/def2-TZVPD) of one molecule with the formula C4H5NO.

The geometry in XYZ format:
```
11
Properties=species:S:1:pos:R:3:forces:R:3
C 0.651 -0.933 0.938 0.02 -0.03 0.01
C -0.091 -0.056 -0.034 0.01 0.14 -0.06
C -1.521 -0.229 -0.298 -0.11 0.16 -0.17
O -2.177 0.450 -1.062 0.20 -0.22 0.26
C 0.988 1.687 -1.444 -0.27 -0.41 0.43
N 0.497 0.897 -0.680 0.23 0.26 -0.27
H 0.461 -0.641 1.981 0.07 -0.07 -0.23
H 1.730 -0.885 0.754 -0.22 -0.01 0.05
H 0.329 -1.975 0.816 0.09 0.21 0.06
H -1.980 -1.064 0.274 0.01 0.08 -0.09
H 1.113 2.749 -1.246 -0.04 -0.10 0.02
```
Forces are in eV/Å.

## Properties
Frontier orbital gap in eV: 8.381
Relative energy (zero: lowest compared OMol25 entry of this formula, charge and spin) in kJ/mol: 254.6
Net charge: 0
E_HOMO in eV: -8.361

=====

[3]
The following is a DFT calculation (ωB97M-V/def2-TZVPD) of one molecule with the formula C2H5NOS.

The geometry in XYZ format:
```
10
Properties=species:S:1:pos:R:3:forces:R:3
C -0.336 -1.268 0.962 -0.28 1.58 -1.16
C 0.196 1.554 -0.659 0.62 0.30 -0.08
H -1.184 -1.877 1.069 -0.89 -1.05 0.69
H -0.167 -0.597 1.775 -0.14 0.48 0.71
H 0.550 -1.793 0.784 1.31 -1.19 -0.24
H 0.712 -0.174 -1.603 0.18 0.01 0.25
H -0.682 1.853 -0.063 0.41 -0.23 -0.15
N 0.369 0.201 -0.723 -0.45 0.62 0.06
O -0.697 -0.545 -0.227 -0.10 0.05 -0.28
S 1.238 2.646 -1.316 -0.66 -0.58 0.20
```
Forces are in eV/Å.

## Properties
Structure (SMILES): CONC=S
Frontier orbital gap in eV: 9.120
Relative energy (zero: lowest compared OMol25 entry of this formula, charge and spin) in kJ/mol: 280.2
Net charge: 0
E_HOMO in eV: -8.698

=====

[4]
The following is a DFT calculation (ωB97M-V/def2-TZVPD) of C30H36FIrN9O4S2 as an isolated structure.

The geometry in XYZ format:
```
83
Properties=species:S:1:pos:R:3:forces:R:3
Ir -0.544 1.536 -2.299 0.26 -0.19 0.06
C -2.883 -1.554 4.576 0.00 0.00 0.01
C -2.653 -0.069 4.356 0.02 0.01 0.02
N -1.852 0.195 3.140 -0.01 0.00 -0.01
C -2.497 0.441 2.003 0.04 0.05 -0.05
C -1.885 0.678 0.792 -0.02 -0.01 0.05
C -2.808 0.905 -0.368 0.01 0.02 -0.11
O -3.974 1.148 -0.208 0.09 -0.04 0.04
O -2.249 0.744 -1.559 -0.14 0.07 0.00
C -0.480 0.710 0.725 -0.07 0.09 -0.03
O 0.204 1.011 -0.319 -0.06 0.00 -0.03
C 0.228 0.412 1.952 -0.03 -0.01 0.06
C 1.629 0.385 1.981 -0.01 0.00 0.00
C 2.295 0.101 3.133 -0.01 0.01 0.06
F 3.640 0.128 3.101 0.01 -0.02 0.06
C 1.629 -0.191 4.348 0.01 -0.02 -0.08
C 0.244 -0.171 4.311 0.00 0.00 -0.02
C -0.465 0.147 3.144 0.00 -0.04 -0.01
N 2.291 -0.511 5.541 0.01 0.01 0.03
C 3.726 -0.809 5.586 0.00 -0.01 -0.06
C 4.092 -1.305 6.988 0.01 -0.01 0.02
N 2.914 -2.029 7.569 -0.02 0.00 -0.02
C 1.780 -1.070 7.853 0.00 0.00 0.01
C 1.817 0.042 6.803 -0.01 0.04 0.03
H -3.475 -1.703 5.478 0.00 0.00 0.00
H -1.945 -2.098 4.685 0.00 -0.01 0.00
H -3.431 -1.988 3.741 0.00 0.00 0.00
H -2.150 0.403 5.198 -0.02 0.01 -0.02
H -3.593 0.461 4.225 -0.01 -0.03 0.00
H -3.579 0.464 2.045 0.00 0.00 -0.01
H 2.189 0.616 1.086 0.01 -0.01 -0.01
H -0.302 -0.445 5.201 0.01 0.00 -0.01
H 4.358 0.055 5.366 -0.01 0.01 0.00
H 3.950 -1.583 4.853 0.01 0.02 -0.02
H 4.322 -0.496 7.678 0.01 0.00 -0.02
H 4.942 -1.983 6.957 -0.01 0.00 -0.01
H 3.177 -2.529 8.419 0.00 0.00 0.01
H 2.596 -2.731 6.898 0.00 -0.01 0.00
H 1.918 -0.683 8.861 0.00 0.00 -0.01
H 0.860 -1.650 7.815 0.00 0.02 0.00
H 2.468 0.859 7.130 -0.01 -0.01 0.01
H 0.822 0.466 6.701 0.02 -0.01 -0.01
C 3.056 3.681 -2.153 0.02 -0.02 0.01
S 2.845 1.945 -1.792 0.00 0.00 0.01
C 4.294 1.309 -2.618 -0.02 0.03 0.00
O 1.698 1.482 -2.696 -0.06 -0.06 0.01
H 3.904 4.051 -1.578 0.01 0.01 -0.01
H 2.150 4.191 -1.831 -0.01 0.00 0.01
H 3.221 3.816 -3.221 -0.01 0.00 -0.01
H 5.177 1.759 -2.165 0.01 0.00 0.01
H 4.229 1.553 -3.677 0.01 0.01 0.00
H 4.315 0.231 -2.474 -0.02 0.00 0.01
N -0.173 5.315 -6.428 -0.02 0.04 0.01
C -0.601 6.067 -5.411 -0.02 -0.05 -0.12
N -0.770 7.370 -5.573 0.00 -0.04 -0.02
N -0.877 5.572 -4.204 0.05 0.12 0.22
C -0.723 4.398 -3.769 -0.23 -0.06 -0.11
N -0.661 3.347 -3.254 0.17 0.06 -0.01
H -0.052 5.698 -7.351 0.02 0.00 0.01
H -0.133 4.315 -6.335 0.01 -0.02 0.00
H -0.623 7.831 -6.455 -0.01 0.00 0.00
H -1.114 7.913 -4.797 0.01 0.00 0.01
S -1.119 -3.963 -6.141 0.04 0.01 0.13
C -0.950 -2.478 -5.175 -0.02 -0.07 -0.05
C -1.882 -1.446 -5.258 -0.04 0.06 0.08
C -1.701 -0.313 -4.495 -0.10 -0.05 0.00
N -0.635 -0.157 -3.696 0.02 0.01 0.10
C 0.272 -1.138 -3.616 0.05 0.00 -0.14
C 0.146 -2.309 -4.334 0.08 0.05 -0.04
C -2.596 -4.600 -5.354 -0.08 0.04 -0.08
C -3.858 -4.279 -5.829 0.06 -0.02 -0.01
C -4.958 -4.806 -5.166 -0.06 0.00 -0.01
N -4.865 -5.609 -4.111 0.00 0.01 -0.01
C -3.648 -5.932 -3.688 0.00 -0.04 0.05
C -2.480 -5.456 -4.269 0.03 0.05 -0.03
H -2.743 -1.527 -5.905 -0.01 0.01 0.01
H -2.419 0.497 -4.512 -0.02 -0.01 0.02
H 1.115 -0.957 -2.964 0.01 -0.01 0.02
H 0.891 -3.087 -4.244 0.00 0.00 0.02
H -3.989 -3.655 -6.703 0.00 0.01 -0.01
H -5.961 -4.576 -5.507 0.00 0.00 0.00
H -3.598 -6.608 -2.843 0.01 0.00 0.00
H -1.511 -5.755 -3.895 0.00 -0.01 0.01
```
Forces are in eV/Å.

## Properties
Frontier orbital gap (alpha / beta) in eV: 7.542 / 5.747
Relative energy (zero: lowest compared OMol25 entry of this formula, charge and spin) in kJ/mol: 44.4
<S²>: 6.01
Net charge: +3
2S+1: 5
E_HOMO (alpha / beta) in eV: -14.435 / -14.435

=====

[5]
The following is a DFT calculation (ωB97M-V/def2-TZVPD) of C15H19HgO5S3 as an isolated structure.

The geometry in XYZ format:
```
43
Properties=species:S:1:pos:R:3:forces:R:3
Hg 2.146 -0.547 -0.332 0.21 -0.12 0.23
C 4.182 -2.967 1.482 0.12 0.44 0.03
S 4.229 -1.179 1.694 0.34 -0.27 0.24
O 5.223 -0.900 2.693 0.01 0.00 0.00
O 2.852 -0.780 2.058 -0.24 -0.13 -0.23
O 4.554 -0.652 0.346 -0.40 -0.07 -0.27
H 4.358 -3.427 2.450 -0.10 -0.03 0.01
H 4.972 -3.228 0.784 0.03 -0.04 0.04
H 3.207 -3.241 1.086 0.04 -0.07 -0.02
C -0.209 -4.991 0.345 0.23 0.34 0.22
S 0.425 -3.517 1.211 -0.66 -0.66 0.28
C -1.038 -3.277 2.254 0.36 0.02 -0.07
O 0.394 -2.438 0.184 0.15 0.47 -0.50
H -0.302 -5.815 1.052 0.00 0.01 -0.01
H 0.513 -5.241 -0.430 0.03 -0.01 0.02
H -1.168 -4.744 -0.105 -0.02 0.03 0.01
H -1.124 -4.147 2.905 -0.03 0.03 0.03
H -1.923 -3.163 1.631 0.04 -0.01 -0.09
H -0.879 -2.376 2.842 0.05 0.01 -0.03
O -0.923 0.529 1.278 -0.15 -0.41 0.28
S -0.126 1.450 0.451 -0.50 0.75 -0.58
C -1.053 3.017 0.419 0.27 -0.16 0.11
C -2.401 2.974 0.725 -0.04 -0.06 0.01
C -3.127 4.154 0.723 0.04 0.01 0.01
C -2.496 5.357 0.432 -0.03 0.02 0.03
C -1.142 5.386 0.131 -0.03 0.04 -0.01
C -0.409 4.208 0.129 0.08 -0.09 -0.01
C -0.503 1.042 -1.281 0.16 -0.08 0.12
C 0.174 1.672 -2.317 0.02 0.06 0.01
C -0.081 1.285 -3.622 0.00 0.03 -0.03
C -0.997 0.274 -3.883 -0.02 -0.04 0.02
C -1.667 -0.347 -2.838 0.03 0.04 -0.10
C -1.418 0.035 -1.528 -0.05 -0.06 0.16
H -2.854 2.022 0.973 -0.02 0.02 0.01
H -4.183 4.140 0.959 0.00 -0.01 0.01
H -3.062 6.279 0.460 0.00 0.00 -0.05
H -0.659 6.330 -0.086 0.03 -0.02 0.00
H 0.654 4.211 -0.082 0.00 0.06 0.02
H 0.886 2.463 -2.111 0.02 -0.04 0.01
H 0.438 1.767 -4.441 0.01 0.01 0.02
H -1.181 -0.036 -4.903 -0.01 0.02 0.00
H -2.379 -1.134 -3.048 0.00 -0.01 0.03
H -1.904 -0.447 -0.689 0.04 -0.01 -0.01
```
Forces are in eV/Å.

## Properties
Frontier orbital gap (alpha / beta) in eV: 8.555 / 7.207
Relative energy (zero: lowest compared OMol25 entry of this formula, charge and spin) in kJ/mol: 47.6
<S²>: 0.75
Net charge: 0
2S+1: 2
E_HOMO (alpha / beta) in eV: -8.222 / -9.214

=====

[6]
The following is a DFT calculation (ωB97M-V/def2-TZVPD) of a 2-piece molecular cluster, C3H2BrCl overall.

The geometry in XYZ format:
```
7
Properties=species:S:1:pos:R:3:forces:R:3
C 1.468 0.163 -0.736 -1.53 1.98 0.05
C 0.457 0.830 -0.655 0.04 -0.33 -0.49
C -0.895 -0.405 1.213 -2.74 1.31 0.54
Cl -0.369 -1.863 0.779 0.94 -2.45 -0.48
Br -1.185 1.625 -0.641 0.88 0.12 -0.51
H -1.979 -0.418 0.776 1.30 0.14 0.95
H 2.503 0.069 -0.736 1.10 -0.78 -0.05
```
Forces are in eV/Å.

## Properties
Frontier orbital gap in eV: 8.279
Relative energy (zero: lowest compared OMol25 entry of this formula, charge and spin) in kJ/mol: 414.6
Net charge: 0
E_HOMO in eV: -8.812

=====

[7]
The following is a DFT calculation (ωB97M-V/def2-TZVPD) of a 2-piece molecular cluster, C5H16N2 overall.

The geometry in XYZ format:
```
23
Properties=species:S:1:pos:R:3:forces:R:3
C 1.803 -1.003 0.433 -0.92 -0.39 0.49
C 2.141 0.112 1.413 0.01 -0.39 -0.13
N 2.020 -0.561 -0.925 0.36 0.17 -0.48
H 1.329 0.154 -1.132 -0.03 -0.14 -0.06
H 1.879 -1.324 -1.578 -0.02 0.10 0.01
H 2.435 -1.880 0.623 -0.13 0.13 0.02
H 0.727 -1.291 0.595 1.35 -0.03 -0.04
H 1.568 1.001 1.171 -0.10 0.19 -0.02
H 3.198 0.354 1.356 0.15 0.11 0.01
H 1.902 -0.189 2.432 0.00 0.02 0.13
C -1.258 1.648 0.135 -0.07 0.07 0.08
C -1.402 -0.794 0.575 -0.81 2.41 -1.77
C -1.541 0.167 -1.716 -0.17 -0.24 0.08
N -0.921 0.359 -0.425 -0.23 -1.85 2.06
H -2.640 0.112 -1.652 -0.03 0.07 -0.07
H -0.929 2.443 -0.544 -0.05 -0.10 0.10
H -2.344 1.768 0.309 0.07 0.03 -0.02
H -0.742 1.778 1.086 -0.03 0.05 0.03
H -2.444 -0.539 0.811 -0.21 -0.24 -0.23
H -1.388 -1.728 0.010 0.27 0.04 0.41
H -0.936 -0.813 1.564 0.58 0.06 -0.60
H -1.273 0.990 -2.383 0.00 -0.04 0.07
H -1.183 -0.762 -2.159 0.00 -0.03 -0.06
```
Forces are in eV/Å.

## Properties
Structure (SMILES): CN(C)C.CCN
Frontier orbital gap in eV: 9.442
Relative energy (zero: lowest compared OMol25 entry of this formula, charge and spin) in kJ/mol: 120.8
Net charge: 0
E_HOMO in eV: -8.508

=====

[8]
The following is a DFT calculation (ωB97M-V/def2-TZVPD) of one molecule with the formula C2H6Cl4Si3.

The geometry in XYZ format:
```
15
Properties=species:S:1:pos:R:3:forces:R:3
C -1.657 -0.519 -0.258 0.34 0.56 0.30
C 1.542 -0.569 -0.378 -0.25 0.52 0.52
Si -0.032 -1.007 0.625 -0.03 0.13 -0.82
Si -2.117 1.332 -0.215 0.60 -0.73 -0.08
Si 2.293 1.176 -0.217 -0.80 -0.50 -0.30
Cl -2.777 1.792 1.661 -0.07 0.04 0.34
Cl -3.621 1.759 -1.526 -0.29 0.00 -0.28
Cl 2.969 1.501 1.678 0.09 -0.06 0.39
Cl 3.876 1.383 -1.492 0.27 -0.05 -0.23
H -1.636 -0.859 -1.291 0.10 0.05 -0.22
H -2.474 -1.061 0.222 -0.09 0.02 0.15
H 2.325 -1.266 -0.072 0.13 -0.07 0.12
H 1.357 -0.772 -1.431 -0.06 0.09 -0.20
H -0.010 -0.413 1.963 0.06 0.12 0.20
H -0.037 -2.477 0.732 -0.02 -0.10 0.10
```
Forces are in eV/Å.

## Properties
Frontier orbital gap (alpha / beta) in eV: 8.616 / 9.329
<S²>: 2.00
Net charge: 0
2S+1: 3
E_HOMO (alpha / beta) in eV: -7.922 / -11.154